# 1
The following is a DFT calculation (the ωB97M-V functional and the def2-TZVPD basis) of 6 unconnected molecules or ions with the total composition C24H64N4O9.

spin multiplicity = 1
charge = 0
energy above the lowest of the compared OMol25 structures with the same formula, charge and spin = 0.3433 eV
SMILES = COC[C@H](C)N.COCCNCCOC.COCCNCCOC.COCCNCCOC.CO.CO

```
101
Properties=species:S:1:pos:R:3:forces:R:3:mulliken_charge:R:1
C -1.661981 0.154754 0.452886 -1.1 0.3 0.0 -0.46
O -0.896292 0.056036 1.644598 -0.5 0.5 -0.9 -0.52
C -1.073708 -1.170686 2.297585 1.1 -0.1 1.0 -1.26
C -0.313988 -2.280005 1.608709 0.0 -2.0 0.0 1.31
C -0.440142 -3.642178 2.336861 -1.6 0.3 0.8 -1.60
N 1.126161 -2.025921 1.462884 -0.7 0.5 -0.1 0.00
H -1.449268 -0.654712 -0.242611 0.1 0.1 0.0 0.03
H -1.583686 1.125774 -0.034229 0.9 -0.1 0.1 0.17
H -2.735635 0.148242 0.677352 0.0 -0.5 0.3 0.35
H -0.578108 -1.017282 3.267666 -0.3 -0.1 0.1 0.37
H -2.127805 -1.396742 2.493398 0.0 -0.1 -0.3 0.46
H -0.805095 -2.526297 0.660689 0.0 0.6 -0.3 -0.21
H -1.411836 -3.745511 2.841457 -0.2 0.4 -0.1 0.48
H 0.245120 -3.771012 3.170561 0.5 -0.1 -0.4 0.28
H -0.507456 -4.485564 1.649409 0.8 0.0 0.0 0.23
H 1.442706 -2.571611 0.664059 0.3 0.2 0.2 0.24
H 1.298073 -1.042232 1.284276 0.0 0.0 -0.2 0.06
C 7.566984 -2.207000 8.626000 -0.4 -0.4 0.9 -0.77
O 7.108479 -2.432250 7.331564 0.2 0.4 -1.3 -0.28
C 8.158701 -2.320547 6.360833 0.2 -1.0 0.9 -0.47
C 7.824906 -2.959901 5.004537 -0.5 0.9 -0.1 -0.63
N 6.443814 -2.781507 4.544726 0.3 -0.9 0.0 -0.31
C 6.346074 -3.220638 3.148530 -0.3 -0.3 0.5 -0.81
C 4.857970 -3.341221 2.791672 0.6 0.4 -0.6 -0.21
O 4.135095 -3.991870 3.805069 0.9 -0.6 0.2 -0.38
C 2.752913 -4.137421 3.534950 0.9 0.2 0.6 -0.50
H 8.237098 -3.012075 8.954680 0.2 0.1 -0.1 0.33
H 6.688476 -2.248245 9.273572 0.0 0.0 0.0 0.24
H 8.042693 -1.238644 8.817214 0.1 0.1 -0.4 0.30
H 8.990890 -2.879974 6.806676 0.3 -0.2 -0.3 0.32
H 8.570409 -1.310982 6.288659 -0.6 0.4 -0.2 0.35
H 8.078883 -4.023961 4.974530 0.3 0.0 0.1 0.33
H 8.412281 -2.413710 4.261448 0.4 -0.3 0.1 0.30
H 5.887267 -3.469476 5.045292 -0.2 0.4 0.3 0.22
H 6.821634 -4.183758 2.905020 0.1 -0.2 0.6 0.36
H 6.922565 -2.507767 2.554296 -0.6 0.2 -0.4 0.40
H 4.776664 -3.958324 1.890533 -0.1 0.3 -0.3 0.34
H 4.524968 -2.315412 2.603687 -0.6 -0.1 0.0 0.17
H 2.378867 -3.136996 3.755470 -1.0 -0.3 -0.5 0.17
H 2.385940 -4.910145 4.212258 -0.1 0.3 0.3 0.28
H 2.558051 -4.531643 2.533123 0.0 0.6 -0.2 0.22
C -4.213787 0.238572 -6.961844 -0.3 -1.0 0.9 -0.76
O -4.362547 1.620554 -6.727794 -1.0 -0.7 -0.4 -0.31
C -3.303930 2.470161 -6.984562 1.0 0.8 0.3 -0.59
C -2.164401 2.327231 -5.974056 0.2 0.6 -0.1 -0.67
N -2.539309 2.365873 -4.580409 -0.7 -0.7 -0.2 0.41
C -1.435496 2.396887 -3.637955 0.1 0.3 -0.7 -0.43
C -0.713338 1.051143 -3.543534 -1.5 -0.2 0.5 -0.63
O 0.029803 1.023656 -2.334061 0.5 0.2 -0.5 -0.30
C 0.596809 -0.242012 -2.057484 -0.5 0.2 0.0 -0.71
H -3.375016 -0.267446 -6.471769 0.7 0.7 -0.2 0.28
H -4.284556 -0.101065 -7.995713 0.2 0.5 -0.3 0.31
H -5.010053 -0.287282 -6.428583 -0.5 0.5 -0.2 0.28
H -3.688821 3.496792 -7.003227 -0.3 -0.1 0.6 0.21
H -2.841632 2.435881 -7.983439 -0.2 -0.8 -0.1 0.38
H -1.512565 3.189290 -6.202337 0.4 -0.2 -0.2 0.30
H -1.636869 1.394708 -6.191752 0.2 0.1 0.0 0.43
H -3.260929 3.079523 -4.419500 1.0 -0.5 0.0 -0.08
H -1.859997 2.680331 -2.678905 0.3 -0.2 0.2 -0.02
H -0.681346 3.150521 -3.908425 0.0 0.2 0.0 0.20
H -0.187917 0.790290 -4.466675 0.8 0.3 0.2 0.40
H -1.519356 0.304423 -3.522362 0.0 -0.2 0.3 0.31
H 1.259059 -0.566460 -2.863327 -0.1 -0.2 -0.1 0.44
H -0.237490 -0.931772 -1.887402 0.3 -0.4 -0.3 0.19
H 1.170527 -0.212670 -1.131915 0.0 0.3 0.0 0.26
C -3.431051 5.934032 -4.775511 0.4 -1.0 -0.4 -1.00
O -3.846087 4.706286 -4.169537 -0.5 0.9 0.4 0.01
C -5.223999 4.712937 -3.858417 -0.6 0.3 0.2 -0.67
C -5.797293 3.450790 -3.236067 0.5 -0.7 -0.4 -0.93
N -5.566994 3.337502 -1.793626 -0.4 0.3 -0.4 -0.33
C -4.160701 3.182178 -1.452993 0.0 0.3 1.3 -0.12
C -3.951542 3.308254 0.078232 0.6 0.0 -2.0 -0.70
O -4.678923 2.270835 0.654406 0.3 0.2 1.4 -0.31
C -4.423833 2.115432 2.041648 -0.7 -0.2 0.6 -0.74
H -3.593185 5.819197 -5.849798 -0.2 0.5 -0.1 0.30
H -2.354318 6.021581 -4.637315 0.0 0.0 0.2 0.28
H -3.925061 6.818292 -4.375707 -0.2 -0.1 0.1 0.34
H -5.838343 4.995502 -4.722435 0.3 0.0 -0.3 0.56
H -5.430414 5.462105 -3.080414 0.2 0.4 -0.2 0.44
H -5.480911 2.506105 -3.690604 0.7 0.2 -0.1 0.31
H -6.828729 3.442273 -3.599921 -0.4 0.2 1.1 0.38
H -5.877657 4.180404 -1.321209 -0.3 0.0 -0.1 0.32
H -3.495911 3.954544 -1.857162 -0.1 -0.1 -0.5 0.18
H -3.842086 2.185467 -1.760560 0.2 0.1 -0.1 0.21
H -4.155803 4.336047 0.410322 -0.8 -0.2 0.3 0.45
H -2.859596 3.278310 0.208368 0.0 -0.7 0.4 0.30
H -3.421928 1.753990 2.279524 0.2 0.0 -0.3 0.22
H -5.155105 1.422062 2.459181 0.1 -0.4 -0.4 0.28
H -4.624311 2.997679 2.658473 0.3 0.5 -0.5 0.33
C 2.179681 0.628772 3.538756 -0.8 -0.2 0.0 -0.52
O 1.031633 1.323484 3.051282 0.3 -0.3 0.1 -0.62
H 2.779723 1.324046 4.119921 0.1 0.0 -0.1 0.34
H 1.862531 -0.192742 4.189034 0.2 0.0 0.2 0.21
H 2.742956 0.173674 2.721344 0.3 0.2 0.0 0.22
H 0.422428 0.669326 2.660798 0.3 0.8 0.0 0.52
C 0.653846 -4.130172 -1.331952 -0.9 0.0 -1.0 -0.55
O 1.947841 -3.867031 -0.841652 -0.1 0.4 0.5 -0.54
H 0.714977 -4.357259 -2.399129 -0.1 -0.3 0.0 0.34
H 0.033763 -4.874613 -0.826074 0.7 -0.4 0.2 0.31
H -0.013797 -3.265317 -1.291924 0.7 0.5 0.2 0.09
H 2.382673 -4.652689 -0.502136 -0.2 -0.2 -0.1 0.27
```
Positions in Å, forces in eV/Å.

---

# 2
The following is a DFT calculation (the ωB97M-V functional and the def2-TZVPD basis) of 9 unconnected molecules or ions with the total composition C24H64O13.

spin multiplicity = 1
charge = 0
SMILES = C1CCOC1.COCCOC.COCCOC.COCCOC.COCCOC.CO.CO.CO.CO

```
101
Properties=species:S:1:pos:R:3:forces:R:3:mulliken_charge:R:1
C -16.926407 -17.709071 4.443133 -1.4 -2.1 0.1 -0.61
C -16.102715 -16.485386 4.509084 0.7 1.6 -0.7 -0.63
C -15.105402 -16.635230 3.316967 0.1 -1.0 0.9 -0.07
O -15.426667 -17.908009 2.653191 -0.7 0.6 0.4 -0.38
C -16.821134 -18.203340 2.986399 0.5 1.9 0.3 -0.26
H -17.965533 -17.548868 4.730636 -0.1 0.2 -0.1 0.32
H -16.603897 -18.514426 5.103054 0.4 0.1 0.1 0.29
H -15.627024 -16.259869 5.463526 0.3 -0.6 0.0 0.34
H -16.697775 -15.582397 4.372665 -0.3 -0.1 -0.4 0.27
H -14.092897 -16.701666 3.715137 0.1 -0.3 -0.3 0.21
H -15.097157 -15.767160 2.657821 -0.4 -0.2 -0.4 0.05
H -17.188317 -19.198411 2.735206 0.9 -0.3 0.3 0.38
H -17.453945 -17.551198 2.384435 -0.1 0.3 -0.3 0.08
C -21.323340 -18.060661 -9.930453 -0.9 0.2 -0.8 -0.87
O -20.822817 -19.305891 -9.539773 -0.3 -1.0 0.1 -0.18
C -21.643736 -20.453924 -9.957184 1.9 -0.1 1.0 -0.51
C -20.989256 -21.748138 -9.352934 -0.2 0.1 0.3 -0.64
O -21.089301 -22.024348 -7.954900 -0.7 -0.7 -0.5 -0.45
C -20.996769 -20.942476 -7.113878 1.1 1.7 0.5 -0.11
H -20.821988 -17.198780 -9.490085 0.2 -0.5 0.6 0.23
H -22.395320 -18.008658 -9.740056 -0.2 0.2 0.4 0.35
H -21.257760 -17.871240 -11.001860 0.3 -0.3 -0.5 0.34
H -21.518551 -20.557942 -11.034972 -0.4 0.0 -0.2 0.40
H -22.686320 -20.323538 -9.667150 0.0 0.1 0.0 0.40
H -19.933717 -21.772779 -9.623725 0.2 0.4 -0.1 0.33
H -21.402827 -22.669678 -9.762589 -0.3 0.3 -0.5 0.35
H -20.110283 -20.360695 -7.366429 0.0 0.4 -0.2 0.01
H -20.800769 -21.184256 -6.069260 -0.5 -0.8 0.0 0.13
H -21.850308 -20.266275 -7.162102 -0.2 0.0 0.0 0.31
C -20.380718 -19.754834 1.659080 1.0 -0.4 0.1 -0.25
O -21.109921 -20.578760 0.821801 -2.0 0.3 -0.4 -0.36
C -20.486944 -21.482098 -0.055604 0.2 -0.2 0.0 -0.20
C -21.586079 -22.094578 -0.968445 -0.5 0.6 0.8 -0.64
O -22.249242 -21.083525 -1.778271 0.6 -2.1 1.7 -0.46
C -21.411250 -20.634473 -2.802540 -1.4 1.2 -0.3 -0.59
H -21.015443 -19.132740 2.290117 -0.4 -0.1 -0.4 0.34
H -19.688782 -19.130312 1.094027 0.1 0.3 -0.1 -0.15
H -19.789971 -20.350920 2.354648 0.4 -0.2 0.2 0.33
H -19.994008 -22.212694 0.585749 0.0 -0.7 -0.3 0.47
H -19.684520 -21.007946 -0.620762 0.0 0.3 -0.3 0.09
H -22.289553 -22.583433 -0.294464 -0.7 0.8 0.2 0.33
H -21.356893 -22.991156 -1.544388 1.1 0.4 -0.6 0.35
H -20.979850 -21.452270 -3.379777 0.4 0.1 0.1 0.26
H -20.750626 -19.847348 -2.439046 0.7 -0.4 -0.1 0.28
H -22.145260 -20.097473 -3.403346 0.3 0.0 -0.7 0.28
C -10.598187 -15.916739 3.187301 -1.1 -0.7 0.9 -0.63
O -11.397505 -14.751919 3.188737 1.0 1.2 -0.5 -0.34
C -11.331045 -13.967520 1.999082 -2.0 -0.8 -0.1 -0.67
C -12.601049 -14.273734 1.102565 2.2 0.5 0.0 -0.39
O -12.668715 -15.592916 0.611127 -1.2 -0.3 0.8 -0.25
C -13.849647 -15.757610 -0.208448 1.1 0.4 -0.2 -0.17
H -10.549220 -16.194546 4.240174 0.2 -0.1 0.0 0.24
H -9.576051 -15.869070 2.811732 -0.1 0.5 -0.3 0.32
H -11.190336 -16.691361 2.700041 0.4 -0.3 -0.4 0.21
H -10.363111 -14.004489 1.499230 0.0 -0.7 -0.3 0.41
H -11.438694 -12.909796 2.239356 -0.2 0.1 0.4 0.34
H -12.437878 -13.606254 0.256428 -0.5 0.4 -0.3 0.35
H -13.497939 -13.983641 1.649863 -0.1 -0.1 0.1 0.30
H -14.182021 -16.795518 -0.227952 0.5 0.0 -0.1 -0.55
H -13.503421 -15.374913 -1.168540 -0.6 -0.4 -0.5 0.50
H -14.728830 -15.175565 0.067857 0.2 0.3 0.6 0.38
C -17.743088 -20.035264 -5.773147 -0.4 -1.8 -1.3 -0.55
O -17.599437 -19.169436 -4.757083 -0.1 1.5 2.9 -0.34
C -16.679410 -19.559575 -3.739431 1.1 1.4 -0.3 -1.02
C -16.568589 -18.552327 -2.547345 0.1 -1.1 -0.9 -0.13
O -17.722750 -18.471721 -1.732703 0.1 1.5 -0.1 -0.25
C -17.668400 -17.333082 -0.820787 0.7 -1.3 0.2 -0.62
H -18.298095 -20.915441 -5.448553 -0.5 -0.2 -0.1 0.06
H -16.804943 -20.471031 -6.116823 0.5 0.4 -0.4 0.41
H -18.270952 -19.504324 -6.565338 0.1 -0.3 -0.2 0.16
H -15.746957 -19.497547 -4.300476 0.8 0.3 0.4 0.49
H -16.624648 -20.603334 -3.430095 -1.3 -0.2 0.2 0.33
H -16.206135 -17.600068 -2.934537 -0.5 0.4 -0.1 0.41
H -15.723567 -18.938201 -1.977135 0.2 -0.1 0.3 0.01
H -16.744192 -17.392729 -0.246002 0.2 -0.4 0.4 0.07
H -18.501616 -17.445264 -0.127061 0.0 0.1 -0.3 0.19
H -17.597133 -16.321116 -1.219487 -0.6 -0.2 -0.9 0.36
C -13.686264 -19.894897 -0.246344 -0.4 -0.4 2.0 -0.32
O -12.730763 -19.938368 -1.213829 1.3 0.2 -2.5 -0.53
H -14.470031 -20.627953 -0.437229 -0.1 0.2 -0.3 0.30
H -13.171185 -20.234098 0.652408 -0.6 0.2 0.8 0.35
H -14.085103 -18.890466 -0.104427 -0.3 -0.1 0.2 -0.19
H -12.194011 -19.146553 -1.133016 0.1 -0.1 -0.1 0.32
C -18.551053 -23.527331 -3.664211 -0.7 0.5 -1.3 -0.15
O -18.849545 -24.069406 -2.431386 0.1 -0.7 1.2 -0.48
H -19.520122 -23.399268 -4.146519 0.0 0.2 -0.2 0.16
H -18.086138 -22.543572 -3.599532 0.2 0.1 0.0 -0.12
H -18.001880 -24.181701 -4.341189 0.4 -0.1 0.2 0.39
H -18.042484 -24.351240 -1.994572 0.0 0.0 0.1 0.29
C -15.621060 -19.602040 -9.505821 0.3 0.9 -0.5 -0.32
O -15.446939 -20.121328 -10.799004 0.1 -1.1 -0.8 -0.54
H -15.640105 -20.382049 -8.744681 -0.3 -0.1 -0.3 0.13
H -14.745290 -18.976543 -9.332982 -0.1 0.3 0.6 0.30
H -16.528308 -19.000929 -9.566398 -0.1 0.1 1.0 0.13
H -15.743004 -19.457595 -11.426215 0.1 -0.1 0.0 0.31
C -20.020208 -17.077078 -6.367192 -0.4 -1.1 -1.8 -0.49
O -19.364190 -17.099909 -5.192309 0.5 1.4 3.0 -0.59
H -20.730961 -17.902130 -6.414288 -0.3 -0.3 -0.4 0.15
H -20.606490 -16.179913 -6.565850 0.3 0.3 0.4 0.37
H -19.252619 -17.204026 -7.130599 -0.4 0.1 -0.9 0.22
H -18.850409 -17.896624 -5.041082 0.1 -0.2 0.0 0.54
```
Positions in Å, forces in eV/Å.

---

HOMO? In order: -8.17, -9.40 eV.
Max |F|? In order: 2.1, 3.3 eV/A.
Frontier orbital gap? In order: 8.7, 9.9 eV.